#P
{
  "formula": "C5H15NS",
  "method": "ωB97M-V/def2-TZVPD",
  "elements": ["S", "N", "C", "C", "C", "C", "C", "H", "H", "H", "H", "H", "H", "H", "H", "H", "H", "H", "H", "H", "H", "H"],
  "coordinates": [[-1.918, 0.837, 0.542], [0.785, -0.467, 0.885], [-3.225, 0.195, -1.819], [0.467, -0.893, 2.250], [2.120, 0.147, 0.788], [2.622, 0.141, -0.633], [-1.902, 0.721, -1.296], [0.791, -1.293, 0.294], [-3.277, 0.220, -2.911], [2.820, -0.328, 1.474], [-3.364, -0.797, -1.389], [0.432, -0.044, 2.933], [-1.073, 0.063, -1.552], [-0.489, -1.413, 2.286], [-4.045, 0.841, -1.495], [3.649, 0.496, -0.724], [2.543, -0.858, -1.071], [-0.547, 0.329, 0.641], [-1.657, 1.710, -1.684], [2.000, 1.174, 1.141], [2.042, 0.800, -1.290], [1.224, -1.584, 2.631]],
  "lowdin_charge": [0.58, -0.20, -0.20, -0.13, -0.28, -0.09, -0.64, 0.12, 0.07, 0.11, 0.06, 0.09, 0.05, 0.08, 0.06, 0.07, 0.07, -0.13, 0.05, 0.12, 0.08, 0.08],
  "orbital_gap_ev": 8.826,
  "e_lumo_ev": 0.9,
  "spin_multiplicity": 1,
  "homo_ev": -7.9526,
  "smiles": "CCNC.CCS"
}

=====

#Q
{
  "formula": "C5H15NS",
  "method": "ωB97M-V/def2-TZVPD",
  "elements": ["S", "N", "C", "C", "C", "C", "C", "H", "H", "H", "H", "H", "H", "H", "H", "H", "H", "H", "H", "H", "H", "H"],
  "coordinates": [[-0.095, -1.242, 1.380], [-1.209, 0.029, -1.025], [-0.903, 1.374, -1.511], [2.453, 0.240, 1.669], [1.907, -0.712, 0.672], [0.549, 1.766, -1.213], [-2.597, -0.393, -1.185], [-0.537, -0.656, -1.381], [1.523, -0.424, -0.296], [-1.031, 1.405, -2.631], [-3.210, 0.266, -0.577], [0.695, 2.716, -1.757], [-2.965, -0.333, -2.219], [2.435, -1.677, 0.703], [-0.839, -0.368, 0.406], [0.744, 1.974, -0.165], [1.810, 1.080, 1.858], [3.477, 0.586, 1.317], [-1.646, 2.062, -1.050], [1.340, 1.025, -1.550], [2.498, -0.218, 2.656], [-2.765, -1.414, -0.805]],
  "lowdin_charge": [0.41, -0.24, -0.27, -0.23, -0.38, -0.10, -0.11, 0.11, -0.02, 0.12, 0.08, 0.08, 0.08, 0.06, -0.15, 0.06, 0.04, 0.10, 0.13, 0.09, 0.06, 0.09],
  "orbital_gap_ev": 8.826,
  "e_lumo_ev": 0.9,
  "spin_multiplicity": 1,
  "homo_ev": -7.9624,
  "smiles": "CCNC.CCS"
}

=====

Relative energies in kcal/mol: #P 0.0; #Q 27.4

=====

#P
{
  "formula": "C6H9B",
  "method": "ωB97M-V/def2-TZVPD",
  "elements": ["C", "C", "C", "C", "C", "C", "B", "H", "H", "H", "H", "H", "H", "H", "H", "H"],
  "coordinates": [[-0.990, -0.524, -0.036], [1.674, 0.361, 1.333], [-1.749, 0.490, 0.677], [-0.949, -2.049, -0.379], [1.245, -0.477, -1.413], [-0.081, -0.985, -0.873], [1.820, 0.116, 0.028], [-2.643, 1.116, 0.323], [-1.579, -2.544, -1.231], [-0.791, 1.021, 1.056], [0.987, -0.216, 1.926], [1.920, -1.340, -1.645], [-2.042, -0.039, 1.655], [1.058, -0.013, -2.414], [-0.411, -2.748, 0.231], [2.144, 1.047, 2.048]],
  "lowdin_charge": [-0.22, 0.00, -0.06, -0.07, -0.07, -0.25, -0.06, 0.11, 0.11, 0.08, 0.04, 0.09, 0.10, 0.11, 0.07, 0.03],
  "orbital_gap_ev": 8.752,
  "e_lumo_ev": 0.2,
  "spin_multiplicity": 1,
  "homo_ev": -8.5587,
  "smiles": "C=BCC1=C(C)C1"
}

=====

#Q
{
  "formula": "C6H9B",
  "method": "ωB97M-V/def2-TZVPD",
  "elements": ["C", "C", "C", "C", "C", "C", "B", "H", "H", "H", "H", "H", "H", "H", "H", "H"],
  "coordinates": [[-1.087, 0.066, -0.238], [2.072, 0.728, 1.797], [-0.406, 1.886, 1.576], [0.742, 1.175, 1.499], [-0.397, 0.807, 0.604], [-1.265, -1.808, -2.268], [-0.503, -1.126, -1.085], [-2.155, 0.447, -0.266], [2.226, -0.158, 1.260], [-0.921, -1.328, -3.215], [2.389, 0.700, 2.803], [-2.256, -1.706, -2.122], [-0.763, 2.861, 1.847], [-0.988, -2.828, -2.646], [0.624, -1.298, -0.796], [2.688, 1.582, 1.250]],
  "lowdin_charge": [-0.08, -0.03, 0.10, -0.16, -0.22, -0.09, -0.19, 0.10, 0.06, 0.08, 0.07, 0.00, 0.10, 0.07, 0.05, 0.15],
  "orbital_gap_ev": 9.052,
  "e_lumo_ev": 0.8,
  "spin_multiplicity": 1,
  "homo_ev": -8.2699,
  "smiles": "CB/C=C1C=C/1C"
}

=====

Relative energies in kcal/mol: #P 46.2; #Q 0.0

=====

#P
{
  "formula": "C6H11N3",
  "method": "ωB97M-V/def2-TZVPD",
  "elements": ["N", "N", "N", "C", "C", "C", "C", "C", "C", "H", "H", "H", "H", "H", "H", "H", "H", "H", "H", "H"],
  "coordinates": [[-1.966, -0.333, -1.518], [1.222, 0.891, -0.166], [1.082, -0.093, 0.859], [0.378, -1.156, -1.373], [0.891, 0.371, -1.275], [0.970, 0.394, 2.034], [-1.054, -1.336, -1.093], [-1.987, -0.666, -0.104], [0.809, 1.876, 2.370], [0.959, -0.326, 2.900], [0.993, 0.871, -2.196], [0.930, -1.799, -0.580], [0.313, 2.169, 3.340], [0.312, 2.400, 1.513], [-1.512, 0.062, 0.536], [0.654, -1.559, -2.393], [1.841, 2.288, 2.373], [-1.324, -2.386, -1.247], [-2.810, -1.210, 0.225], [-2.765, -0.654, -2.052]],
  "lowdin_charge": [0.00, 0.02, -0.03, -0.15, -0.10, -0.21, -0.38, -0.10, -0.10, 0.11, 0.08, 0.12, 0.08, 0.07, 0.08, 0.11, 0.08, 0.13, 0.08, 0.10],
  "orbital_gap_ev": 10.082,
  "e_lumo_ev": 1.1,
  "spin_multiplicity": 1,
  "homo_ev": -9.0307,
  "smiles": "C/C=N\\N=C/C[C@H]1CN1"
}

=====

#Q
{
  "formula": "C6H11N3",
  "method": "ωB97M-V/def2-TZVPD",
  "elements": ["N", "N", "N", "C", "C", "C", "C", "C", "C", "H", "H", "H", "H", "H", "H", "H", "H", "H", "H", "H"],
  "coordinates": [[-1.652, 0.533, 1.904], [-1.120, -0.620, -1.443], [1.830, -0.115, 2.151], [-0.776, 1.605, -0.549], [1.225, -0.016, 1.068], [-0.996, -0.299, 1.214], [1.825, -0.963, -1.181], [-0.488, 0.120, -0.433], [0.950, -0.229, -0.211], [1.852, -0.438, -2.139], [1.455, -1.972, -1.382], [2.046, 0.756, 2.631], [-0.381, 2.134, 0.312], [-2.257, 0.105, 2.606], [-1.851, 1.788, -0.577], [-2.051, -0.315, -1.689], [2.835, -1.039, -0.782], [-1.083, -1.392, 1.324], [-1.038, -1.624, -1.357], [-0.324, 1.979, -1.468]],
  "lowdin_charge": [0.09, 0.10, 0.16, -0.05, -0.19, -0.18, -0.04, -0.52, -0.26, 0.08, 0.08, 0.07, 0.08, 0.05, 0.08, 0.09, 0.08, 0.11, 0.09, 0.09],
  "orbital_gap_ev": 8.521,
  "e_lumo_ev": 0.6,
  "spin_multiplicity": 1,
  "homo_ev": -7.9109,
  "smiles": "[H]/N=C/[C@](C)(N)C(C)=C=N"
}

=====

#R
{
  "formula": "C6H11N3",
  "method": "ωB97M-V/def2-TZVPD",
  "elements": ["N", "N", "N", "C", "C", "C", "C", "C", "C", "H", "H", "H", "H", "H", "H", "H", "H", "H", "H", "H"],
  "coordinates": [[0.483, 1.793, -0.245], [-2.401, 0.115, 0.836], [1.368, 0.831, -0.693], [1.288, -0.713, 0.818], [2.244, 0.402, 0.404], [-1.648, 0.246, -0.418], [-0.665, -0.792, -1.008], [0.797, -0.634, -0.623], [-0.776, 1.465, -0.189], [3.121, -0.172, 0.041], [1.363, -1.319, -1.308], [0.544, -0.403, 1.554], [-1.699, 0.030, 1.596], [-0.943, -1.849, -0.914], [2.490, 1.207, 1.090], [-0.722, -0.564, -2.051], [-2.351, 0.510, -1.176], [-1.353, 2.293, 0.260], [-2.905, -0.837, 0.871], [1.766, -1.609, 1.157]],
  "lowdin_charge": [0.06, 0.02, -0.11, -0.13, -0.18, -0.38, -0.11, -0.25, -0.13, 0.12, 0.15, 0.10, 0.07, 0.12, 0.11, 0.10, 0.12, 0.11, 0.11, 0.09],
  "orbital_gap_ev": 9.292,
  "e_lumo_ev": 0.9,
  "spin_multiplicity": 1,
  "homo_ev": -8.4041,
  "smiles": "N[C@H]1C=NN2CC[C@H]2C1"
}

=====

#S
{
  "formula": "C6H11N3",
  "method": "ωB97M-V/def2-TZVPD",
  "elements": ["N", "N", "N", "C", "C", "C", "C", "C", "C", "H", "H", "H", "H", "H", "H", "H", "H", "H", "H", "H"],
  "coordinates": [[-1.077, 1.845, 0.066], [0.807, 0.390, 0.434], [-1.195, -0.422, -0.438], [-2.662, -0.425, -0.289], [2.446, -1.434, 0.032], [1.949, 1.134, 0.024], [1.693, -0.222, -0.492], [-0.510, 0.717, 0.028], [-1.824, -1.296, 0.536], [-3.199, -0.877, -1.130], [-0.420, 2.548, 0.433], [3.283, -1.761, -0.621], [2.691, 1.276, 0.804], [1.836, 1.961, -0.656], [-3.154, 0.454, 0.137], [1.362, -0.240, -1.520], [1.752, -2.309, 0.150], [-1.718, -2.390, 0.323], [-1.648, -0.996, 1.573], [2.913, -1.198, 1.035]],
  "lowdin_charge": [0.16, -0.01, -0.03, -0.13, -0.05, -0.10, -0.33, -0.47, -0.14, 0.11, 0.06, 0.07, 0.11, 0.11, 0.10, 0.14, 0.08, 0.12, 0.11, 0.09],
  "orbital_gap_ev": 10.358,
  "e_lumo_ev": 1.1,
  "spin_multiplicity": 1,
  "homo_ev": -9.2513,
  "smiles": "[H]/N=C(/N1CC1)N1C[C@H]1C"
}

=====

Relative energies in kcal/mol: #P 25.3; #Q 21.6; #R 13.6; #S 0.0

=====

#P
{
  "formula": "C15H44O7",
  "method": "ωB97M-V/def2-TZVPD",
  "elements": ["O", "O", "O", "O", "O", "O", "O", "C", "C", "C", "C", "C", "C", "C", "C", "C", "C", "C", "C", "C", "C", "C", "H", "H", "H", "H", "H", "H", "H", "H", "H", "H", "H", "H", "H", "H", "H", "H", "H", "H", "H", "H", "H", "H", "H", "H", "H", "H", "H", "H", "H", "H", "H", "H", "H", "H", "H", "H", "H", "H", "H", "H", "H", "H", "H", "H"],
  "coordinates": [[-1.984, -0.161, -1.054], [2.982, -2.318, -0.744], [-1.021, -0.467, -3.818], [-2.250, 4.529, 2.041], [1.462, -1.180, 2.456], [4.892, -0.341, -0.138], [0.806, -0.498, -0.422], [-0.533, -1.801, -3.602], [-0.037, 3.617, 2.126], [1.345, 0.792, -0.740], [-2.823, 1.020, -0.980], [-0.658, -2.310, 2.865], [-2.021, 2.281, -1.284], [0.979, -1.804, -3.838], [3.034, -3.634, -1.214], [0.113, -0.990, 2.876], [0.094, -0.333, 4.257], [-1.230, -2.759, -4.558], [-1.506, 3.342, 2.418], [-3.969, 0.884, -1.969], [4.819, -0.135, 1.243], [-1.786, 3.035, 3.877], [-1.156, 2.229, 4.254], [1.537, -1.197, -3.125], [-4.723, 1.655, -1.819], [-2.135, 5.208, 2.712], [-1.712, -2.263, 3.147], [-4.488, -0.051, -1.725], [-2.666, 3.087, -1.635], [-0.929, 0.009, 4.420], [1.081, 0.984, -1.785], [-1.968, 2.589, 1.782], [-2.820, 2.685, 3.917], [1.383, -2.816, -3.743], [-1.471, 2.718, -0.445], [0.607, 2.889, 2.626], [3.842, -4.181, -0.722], [-0.227, -3.016, 3.580], [1.345, -1.243, 1.492], [-1.656, -0.134, -1.973], [-3.166, 1.018, 0.056], [-0.596, -2.697, 1.846], [0.139, 3.489, 1.054], [5.767, -0.378, 1.739], [-0.166, -0.448, -0.534], [0.315, -1.097, 5.005], [4.595, 0.905, 1.521], [2.096, -1.935, -0.764], [-3.625, 0.767, -2.995], [-1.658, 3.889, 4.544], [-2.301, -2.791, -4.350], [-0.451, -0.344, 2.191], [-1.111, -2.519, -5.617], [0.262, 4.633, 2.368], [0.786, 0.500, 4.349], [4.053, -0.664, 1.825], [2.145, -4.228, -0.972], [-1.245, 2.078, -2.026], [-0.919, -0.288, -4.759], [4.293, -1.074, -0.363], [3.211, -3.714, -2.291], [1.213, -1.458, -4.847], [-0.791, -2.117, -2.591], [2.432, 0.738, -0.663], [1.025, 1.592, -0.070], [-0.858, -3.776, -4.406]],
  "lowdin_charge": [-0.09, -0.13, -0.07, -0.07, -0.05, -0.13, -0.17, -0.46, -0.05, -0.09, -0.44, -0.06, -0.04, -0.04, -0.15, -0.50, -0.06, -0.06, -0.47, -0.05, -0.19, -0.05, 0.05, 0.07, 0.08, 0.08, 0.08, 0.08, 0.09, 0.07, 0.08, 0.12, 0.09, 0.07, 0.05, 0.08, 0.08, 0.08, 0.05, 0.04, 0.13, 0.07, 0.05, 0.07, 0.06, 0.08, 0.07, 0.05, 0.08, 0.09, 0.08, 0.12, 0.08, 0.08, 0.07, 0.07, 0.08, 0.08, 0.10, 0.03, 0.07, 0.09, 0.13, 0.08, 0.07, 0.08],
  "orbital_gap_ev": 9.989,
  "e_lumo_ev": 0.5,
  "spin_multiplicity": 1,
  "homo_ev": -9.4617,
  "smiles": "CC(C)O.CC(C)O.CC(C)O.CC(C)O.CO.CO.CO"
}

=====

#Q
{
  "formula": "C15H44O7",
  "method": "ωB97M-V/def2-TZVPD",
  "elements": ["O", "O", "O", "O", "O", "O", "O", "C", "C", "C", "C", "C", "C", "C", "C", "C", "C", "C", "C", "C", "C", "C", "H", "H", "H", "H", "H", "H", "H", "H", "H", "H", "H", "H", "H", "H", "H", "H", "H", "H", "H", "H", "H", "H", "H", "H", "H", "H", "H", "H", "H", "H", "H", "H", "H", "H", "H", "H", "H", "H", "H", "H", "H", "H", "H", "H"],
  "coordinates": [[-0.388, 0.183, 1.462], [2.029, -0.485, 2.676], [-1.542, 2.916, 1.488], [1.103, 4.208, 1.870], [3.965, -1.710, -4.032], [-3.019, 2.253, -2.542], [-1.664, -5.282, 1.597], [-0.272, -5.210, 1.386], [-0.070, -0.324, 0.198], [-0.904, 1.324, -2.937], [0.114, -3.734, 1.092], [3.198, -0.568, 1.879], [3.494, -1.306, -2.735], [-2.439, 3.258, 2.553], [3.214, 0.214, -2.711], [-3.727, 2.425, 2.423], [2.269, -2.149, -2.389], [-2.237, 1.673, -3.619], [1.902, 3.046, 1.972], [-2.884, 0.397, -4.095], [-2.662, 4.729, 2.691], [0.429, -5.591, 2.683], [-1.013, 0.911, 1.509], [3.496, 0.555, -1.714], [1.427, -1.951, -3.061], [2.547, -3.185, -2.589], [-4.428, 2.845, 1.696], [-3.522, 1.401, 2.114], [4.274, -1.530, -2.003], [-3.374, 4.961, 3.485], [2.937, -0.628, 0.815], [-0.979, -0.712, -0.285], [-0.308, 2.202, -2.692], [2.809, 3.343, 2.506], [-0.286, -3.402, 0.129], [-1.077, 0.733, -2.041], [3.769, -1.445, 2.173], [2.163, 0.421, -2.919], [0.221, -6.619, 2.985], [0.106, -5.872, 0.601], [-2.138, -5.218, 0.763], [-3.934, 2.239, -2.856], [-1.844, 3.308, 0.656], [-2.092, 2.417, -4.405], [-2.213, -0.096, -4.803], [-1.963, 2.870, 3.460], [0.482, 0.385, -0.421], [3.427, -1.211, -4.658], [1.217, -0.204, 2.216], [1.199, -3.616, 1.071], [-4.221, 2.399, 3.398], [-0.294, -3.100, 1.877], [3.829, 0.708, -3.461], [2.274, 2.728, 0.989], [0.475, -1.269, 0.236], [-0.294, 0.642, -3.540], [3.762, 0.360, 2.026], [0.204, 3.956, 1.617], [-3.889, 0.551, -4.490], [-2.924, -0.306, -3.259], [1.508, -5.503, 2.543], [0.151, -4.925, 3.500], [1.903, -2.038, -1.367], [1.442, 2.209, 2.498], [-1.715, 5.184, 2.996], [-3.022, 5.239, 1.794]],
  "lowdin_charge": [-0.12, -0.14, -0.08, -0.13, -0.06, -0.07, -0.04, -0.49, -0.16, -0.06, -0.07, -0.15, -0.47, -0.47, -0.04, -0.05, -0.06, -0.47, -0.17, -0.07, -0.05, -0.07, 0.06, 0.07, 0.08, 0.08, 0.08, 0.07, 0.13, 0.09, 0.06, 0.09, 0.08, 0.08, 0.07, 0.05, 0.08, 0.06, 0.08, 0.13, 0.09, 0.08, 0.11, 0.13, 0.08, 0.15, 0.08, 0.08, 0.02, 0.08, 0.08, 0.09, 0.08, 0.07, 0.04, 0.07, 0.07, 0.03, 0.08, 0.09, 0.08, 0.08, 0.05, 0.07, 0.09, 0.09],
  "orbital_gap_ev": 10.037,
  "e_lumo_ev": 0.4,
  "spin_multiplicity": 1,
  "homo_ev": -9.6396,
  "smiles": "CC(C)O.CC(C)O.CC(C)O.CC(C)O.CO.CO.CO"
}

=====

Relative energies in kcal/mol: #P 0.0; #Q 16.4